Record 1
This record from OMol25 describes a cluster of 2 separate species, C5H11BrO2 in total at a distorted geometry. The level of theory is the ωB97M-V functional and the def2-TZVPD basis.

Computed properties:
- lowest unoccupied orbital energy (eV) = 0.30
- SMILES = CC(C)(C)O.O=CBr
- HOMO level (eV) = -9.4
- frontier orbital gap (eV) = 9.7

```
19
Properties=species:S:1:pos:R:3:forces:R:3
C 0.167 0.090 1.368 2.036 0.779 -1.551
C 1.112 -0.250 -0.896 -3.007 -2.919 1.849
C 0.237 1.905 -0.354 2.991 1.975 0.652
C -3.646 -1.115 -1.106 1.115 -0.819 -2.816
C 0.087 0.451 -0.085 -2.373 1.860 -1.043
O -2.988 -0.904 -2.101 -2.132 0.423 2.977
O -1.258 0.077 -0.585 -2.450 0.406 -0.955
Br -3.976 0.102 0.499 -0.336 -0.894 -1.154
H -0.188 -0.875 1.481 -1.054 -1.836 0.525
H 1.252 0.053 1.592 -0.676 0.498 0.565
H -0.410 0.846 1.807 -0.564 0.689 1.681
H 1.063 0.052 -1.858 -0.265 0.607 -3.306
H 0.762 -1.288 -0.747 0.808 -0.052 -0.728
H 2.061 -0.130 -0.549 2.637 0.350 1.245
H 0.612 2.081 -1.371 -1.108 0.026 -0.213
H -0.533 2.617 -0.029 0.040 -0.491 -0.181
H 1.216 2.217 0.141 -1.150 -0.099 0.122
H -4.155 -2.110 -1.064 -0.025 0.829 0.904
H -2.227 0.660 -0.850 5.513 -1.333 1.429
```
Positions in Å, forces in eV/Å.

***

Record 2
This record from OMol25 describes a structure of composition C5H11Cl at a distorted geometry. The level of theory is the ωB97M-V functional and the def2-TZVPD basis.

Computed properties:
- lowest unoccupied orbital energy (eV) = 0.87
- HOMO level (eV) = -9.5
- frontier orbital gap (eV) = 10.3

```
17
Properties=species:S:1:pos:R:3:forces:R:3
C -0.017 1.589 -0.568 2.241 -4.144 -3.353
C -0.896 -0.132 1.248 2.931 1.133 1.474
C 1.626 -0.490 0.375 -3.563 0.635 -0.580
C -0.508 -0.978 -1.008 -0.564 1.202 1.089
C 0.152 -0.215 0.092 -3.021 6.181 0.292
Cl -2.288 -0.621 -1.286 1.370 -0.581 -0.331
H -0.185 2.207 0.232 -1.136 1.479 1.778
H -0.754 1.505 -1.452 0.815 0.579 1.958
H 0.977 1.959 -1.049 -1.416 -0.953 0.831
H -1.838 0.186 0.957 -1.450 0.891 -0.879
H -0.643 0.451 2.172 0.450 0.273 -1.129
H -1.077 -1.022 1.736 -0.243 -2.794 0.568
H 1.713 -1.440 0.021 1.266 -3.064 -0.365
H 2.170 0.151 -0.207 1.646 1.487 -1.439
H 1.826 -0.328 1.372 0.609 -0.068 2.175
H 0.082 -0.858 -1.837 0.693 0.803 -2.794
H -0.342 -1.964 -0.795 -0.629 -3.058 0.704
```
Positions in Å, forces in eV/Å.

***

Record 3
This record from OMol25 describes a structure of composition C5H11CoMgO4 at a distorted geometry. The level of theory is the ωB97M-V functional and the def2-TZVPD basis.

Computed properties:
- lowest unoccupied orbital energy (alpha / beta) (eV) = 0.29 / -0.37
- <S²> = 6.014
- HOMO level (alpha / beta) (eV) = -5.9 / -7.6
- spin multiplicity = 5
- frontier orbital gap (alpha / beta) (eV) = 6.2 / 7.2

```
22
Properties=species:S:1:pos:R:3:forces:R:3
O -1.840 0.032 -0.261 -0.380 0.031 0.435
C -1.787 1.125 -1.129 -0.383 0.803 0.046
C -0.439 1.312 -1.815 0.236 -0.654 -0.625
O 0.661 1.514 -0.960 0.040 0.512 0.407
C 1.429 0.344 -0.578 -0.550 -0.016 1.044
C 2.180 0.697 0.675 0.587 0.312 -0.556
O 1.283 0.468 1.796 -0.508 -0.264 0.092
C 1.821 0.652 3.085 0.160 0.155 0.360
Co -0.192 -0.438 0.728 1.002 -0.313 -2.002
H -2.049 2.054 -0.587 0.162 -0.177 -0.069
H -2.549 1.028 -1.927 0.228 -0.051 0.156
H -0.499 2.184 -2.485 -0.042 -0.193 0.206
H -0.237 0.421 -2.437 -0.112 0.212 0.052
H 2.142 0.086 -1.376 -0.341 -0.197 0.132
H 2.497 1.754 0.733 -0.043 -0.181 0.029
H 3.055 0.040 0.805 -0.208 0.146 -0.057
H 1.047 0.374 3.809 0.222 0.124 -0.151
H 2.706 0.014 3.234 -0.209 0.150 -0.061
H 2.104 1.707 3.221 -0.053 -0.278 0.053
Mg -2.628 -1.773 -0.070 0.584 0.142 -0.387
O -0.696 -2.242 -0.005 2.322 -1.694 -2.031
H 0.007 -2.595 -0.736 -2.714 1.433 2.930
```
Positions in Å, forces in eV/Å.

***

Record 4
This record from OMol25 describes a structure of composition C5H11CuIO4 at a distorted geometry. The level of theory is the ωB97M-V functional and the def2-TZVPD basis.

Computed properties:
- lowest unoccupied orbital energy (eV) = 2.82
- HOMO level (eV) = -3.6
- frontier orbital gap (eV) = 6.4
- charge = -1

```
22
Properties=species:S:1:pos:R:3:forces:R:3
Cu -0.354 0.415 -1.750 -1.680 -0.613 0.154
C -2.921 -1.195 0.163 -0.407 0.182 -0.263
C -2.182 -2.100 -0.804 1.316 -0.918 -0.693
O -1.530 -1.540 -1.888 0.485 1.409 0.492
H -3.821 -0.805 -0.321 -0.073 0.074 0.174
H -2.337 -0.325 0.474 0.240 -0.062 -0.172
H -3.185 -1.749 1.070 -0.210 -0.030 -0.009
H -2.819 -2.917 -1.191 -0.830 0.308 0.035
H -1.511 -2.749 -0.200 0.517 0.315 0.360
I -1.650 2.956 -1.879 0.675 -0.772 0.113
C 3.833 0.536 -0.678 -0.494 -0.384 -2.088
O 3.053 1.280 0.220 0.704 0.629 1.160
C 1.818 0.870 0.461 -0.060 -0.021 -0.261
O 1.243 0.057 -0.213 -0.417 -0.552 -0.329
O 1.351 1.473 1.531 0.614 0.211 0.354
C 0.010 1.202 1.907 -1.128 0.547 0.005
H 3.812 -0.542 -0.519 0.167 0.112 0.584
H 4.832 0.953 -0.757 0.012 -0.002 0.667
H 3.419 0.640 -1.689 -0.096 0.072 0.078
H -0.148 1.635 2.894 0.408 -0.168 0.105
H -0.246 0.144 1.914 0.230 -0.021 -0.166
H -0.667 1.761 1.257 0.026 -0.317 -0.301
```
Positions in Å, forces in eV/Å.

***

Record 5
This record from OMol25 describes a structure of composition C5H11EuO3 at a distorted geometry. The level of theory is the ωB97M-V functional and the def2-TZVPD basis.

Computed properties:
- lowest unoccupied orbital energy (alpha / beta) (eV) = -0.11 / -0.46
- <S²> = 20.009
- HOMO level (alpha / beta) (eV) = -5.3 / -6.5
- spin multiplicity = 9
- frontier orbital gap (alpha / beta) (eV) = 5.2 / 6.0

```
20
Properties=species:S:1:pos:R:3:forces:R:3
C 1.051 -1.446 -0.510 -0.225 -0.025 -1.782
O 1.042 -0.018 -0.739 0.461 0.101 1.500
C -0.199 0.648 -0.722 -0.180 -0.330 -0.399
C -0.931 0.518 0.600 -0.424 -0.365 -0.554
O -0.056 0.941 1.636 0.137 0.223 0.595
C -0.412 2.136 2.309 -0.483 0.194 0.255
H 2.044 -1.812 -0.812 -0.753 -0.146 0.628
H 0.234 -1.940 0.049 0.932 0.443 -0.169
H -0.851 0.258 -1.519 0.190 0.247 0.012
H 0.072 1.700 -0.891 -0.349 -0.201 -0.114
H -1.220 -0.515 0.838 0.101 0.188 -0.227
H -1.864 1.097 0.549 0.313 0.104 0.259
H -0.426 2.976 1.601 -0.155 -0.130 0.269
H -1.384 1.971 2.795 0.114 0.359 -0.204
H 0.314 2.337 3.104 0.044 -0.103 -0.261
Eu 2.117 -0.065 1.753 0.266 -0.391 -0.777
O 0.577 -1.549 -3.456 0.145 0.020 2.500
C 0.247 -2.078 -2.334 -0.909 -1.138 -2.287
H 0.477 -3.163 -2.199 0.568 0.375 0.353
H -0.830 -1.996 -2.050 0.209 0.574 0.403
```
Positions in Å, forces in eV/Å.

***

Record 6
This record from OMol25 describes a cluster of 2 separate species, C5H11FN4O in total at a distorted geometry. The level of theory is the ωB97M-V functional and the def2-TZVPD basis.

Computed properties:
- lowest unoccupied orbital energy (eV) = -9.02
- HOMO level (eV) = -19.3
- frontier orbital gap (eV) = 10.2
- charge = +2

```
22
Properties=species:S:1:pos:R:3:forces:R:3
C -0.776 -2.073 -0.520 0.240 -2.095 -1.763
C 0.822 0.972 2.256 0.827 -0.072 0.207
C 1.782 1.518 0.215 -0.615 0.751 2.201
C 0.663 0.482 -0.026 0.553 2.805 0.202
C -0.434 1.222 -0.776 -0.337 -0.247 -1.503
N 1.832 1.880 1.462 -2.338 -2.810 -2.010
N 0.263 0.166 1.288 -0.811 -0.933 0.160
N -1.807 -1.542 0.053 1.088 1.934 -2.026
N -0.512 -1.998 -1.770 0.947 -1.034 -3.333
O 0.721 1.014 3.420 -0.228 0.282 -0.307
F 1.112 -0.505 -0.830 1.295 -0.293 0.718
H 2.268 2.031 -0.582 0.689 0.185 -0.491
H -0.010 2.086 -1.336 -0.723 -0.166 0.624
H -1.336 1.417 -0.161 0.798 0.420 -0.446
H -0.688 0.529 -1.602 -0.203 0.531 0.335
H 2.191 2.691 1.911 1.054 0.864 0.320
H -0.731 -0.148 1.345 1.438 0.458 0.760
H -2.014 -2.046 0.829 -1.951 -0.906 3.221
H -2.321 -0.829 -0.440 -0.927 -0.338 0.383
H 0.254 -2.543 -2.267 -1.078 0.890 1.462
H -1.092 -1.534 -2.462 -0.212 0.102 0.343
H -0.186 -2.790 -0.008 0.496 -0.327 0.942
```
Positions in Å, forces in eV/Å.

***

Record 7
This record from OMol25 describes the ion C5H11IN with charge +1 at a distorted geometry. The level of theory is the ωB97M-V functional and the def2-TZVPD basis.

Computed properties:
- lowest unoccupied orbital energy (eV) = -4.68
- SMILES = C/[NH+]=C/[C@H](C)CI
- HOMO level (eV) = -12.9
- frontier orbital gap (eV) = 8.3
- charge = +1

```
18
Properties=species:S:1:pos:R:3:forces:R:3
C 0.382 0.076 -0.318 1.990 0.360 -2.798
C -1.053 1.863 0.799 -0.183 -0.226 0.758
C -0.710 0.360 0.642 -0.787 -1.459 2.130
C -1.937 -0.575 0.290 0.309 -1.192 -0.332
C 2.359 -1.152 -1.265 1.779 -0.030 1.182
N 1.227 -0.919 -0.404 -2.177 -1.412 3.267
I 0.560 2.815 1.876 -0.154 -0.111 -0.093
H -0.480 -0.085 1.706 0.265 1.284 -1.909
H 0.535 0.789 -1.219 -0.449 -0.871 1.624
H -1.159 2.540 -0.081 -0.237 -1.144 0.420
H -1.955 1.851 1.465 0.842 0.533 -0.772
H -1.971 -1.498 0.995 0.400 1.272 -1.879
H -2.009 -0.723 -0.807 0.543 -0.906 0.560
H -2.911 -0.166 0.393 -0.681 1.242 0.883
H 2.557 -2.202 -1.606 -0.499 0.773 1.099
H 2.158 -0.636 -2.128 0.000 1.560 -2.208
H 3.221 -0.679 -0.688 -0.688 -0.935 -1.135
H 1.187 -1.660 0.351 -0.272 1.263 -0.798
```
Positions in Å, forces in eV/Å.

***

Record 8
This record from OMol25 describes the ion C5H11IN with charge +1 at a distorted geometry. The level of theory is the ωB97M-V functional and the def2-TZVPD basis.

Computed properties:
- lowest unoccupied orbital energy (eV) = -3.68
- SMILES = C/C(I)=C/[C@@H](C)[NH3+]
- HOMO level (eV) = -12.9
- frontier orbital gap (eV) = 9.3
- charge = +1

```
18
Properties=species:S:1:pos:R:3:forces:R:3
C -0.438 0.609 -0.698 1.731 -0.906 0.314
C 0.471 -0.063 0.302 -0.927 -0.308 0.058
C 0.158 -0.194 1.635 0.694 0.264 -2.185
C 0.193 1.318 -1.819 1.966 1.637 -0.396
C 1.043 -0.986 2.554 -1.287 -1.534 -2.198
N -1.161 -0.628 -1.411 0.954 0.094 -1.089
I -1.466 0.974 2.491 0.938 -0.848 -0.323
H -1.056 1.268 -0.149 -1.848 0.010 0.145
H 1.264 -0.577 -0.315 -0.261 0.128 1.702
H 0.809 2.255 -1.638 -0.580 -1.323 0.733
H -0.565 1.757 -2.447 -0.266 -0.542 -0.914
H 0.888 0.583 -2.235 -0.128 0.435 -0.965
H 1.374 -1.971 2.152 -0.651 0.585 -0.041
H 0.640 -1.128 3.490 -0.968 -0.323 2.054
H 1.907 -0.462 2.637 2.725 1.780 0.563
H -1.489 -1.094 -0.613 -0.584 -1.666 1.338
H -0.567 -1.338 -2.055 -1.446 2.417 1.929
H -2.005 -0.324 -1.881 -0.062 0.100 -0.725
```
Positions in Å, forces in eV/Å.